1.
Formula: C28H61FN2PbSSbSi3
Source: the OMol25 dataset
Level of theory: ωB97M-V/def2-TZVPD

Structure (XYZ):
```
98
Properties=species:S:1:pos:R:3
Pb -1.860 -0.604 0.269
C -3.348 0.370 5.119
C -2.401 0.445 3.910
C -2.066 1.895 3.573
C -3.046 -0.318 2.770
C -2.927 -1.724 2.707
C -3.730 -2.493 1.871
C -4.655 -1.896 1.010
C -5.574 -2.723 0.161
C -4.729 -0.496 1.011
C -3.959 0.279 1.882
H -2.904 0.888 5.969
H -3.548 -0.660 5.416
H -4.300 0.851 4.889
H -1.478 -0.080 4.176
H -2.966 2.500 3.454
H -1.469 1.984 2.661
H -1.492 2.339 4.385
H -2.238 -2.213 3.387
H -3.640 -3.574 1.890
H -5.066 -3.594 -0.253
H -6.007 -2.144 -0.652
H -6.396 -3.093 0.778
H -5.439 -0.003 0.356
H -4.105 1.352 1.908
C 0.666 4.572 -4.793
C 1.584 4.266 -3.613
C 2.179 2.859 -3.645
C 1.157 1.745 -3.454
N 0.607 1.716 -2.086
C -0.619 2.024 -1.677
S -0.946 1.871 0.044
N -1.522 2.489 -2.515
C -2.935 2.833 -2.260
C -3.271 4.277 -2.612
C -2.846 5.326 -1.584
C -1.343 5.569 -1.474
H 0.365 5.620 -4.791
H -0.259 3.983 -4.793
H 1.167 4.377 -5.742
H 1.058 4.422 -2.666
H 2.407 4.980 -3.617
H 2.949 2.761 -2.873
H 2.676 2.688 -4.603
H 1.613 0.770 -3.630
H 0.339 1.833 -4.168
H 1.245 1.464 -1.347
H -1.195 2.740 -3.440
H -3.142 2.641 -1.209
H -3.536 2.152 -2.866
H -4.356 4.315 -2.726
H -2.857 4.518 -3.597
H -3.249 5.050 -0.605
H -3.331 6.264 -1.858
H -0.816 4.728 -1.015
H -1.140 6.443 -0.856
H -0.906 5.755 -2.457
C 5.536 -1.466 1.140
Si 4.057 -0.371 0.968
C 4.101 0.750 -0.506
C 3.458 0.454 2.506
Sb 2.329 -2.302 0.418
Si 1.571 -3.477 2.640
C 1.016 -2.047 3.689
C 0.169 -4.600 2.189
C 3.097 -4.334 3.237
Si 2.271 -3.765 -1.789
C 1.876 -2.503 -3.081
C 0.896 -4.947 -1.447
C 3.958 -4.495 -1.894
H 6.409 -0.846 1.370
H 5.759 -2.001 0.214
H 5.436 -2.190 1.951
H 5.068 1.261 -0.534
H 3.335 1.526 -0.433
H 3.991 0.215 -1.452
H 3.939 1.434 2.581
H 3.724 -0.110 3.402
H 2.380 0.620 2.499
H 0.405 -1.337 3.123
H 1.864 -1.502 4.106
H 0.419 -2.416 4.528
H -0.548 -4.124 1.514
H -0.366 -4.888 3.099
H 0.525 -5.516 1.718
H 3.866 -3.621 3.543
H 3.515 -4.990 2.470
H 2.874 -4.961 4.106
H 1.063 -1.842 -2.770
H 1.558 -3.012 -3.996
H 2.753 -1.899 -3.324
H 0.001 -4.438 -1.082
H 1.189 -5.705 -0.720
H 0.628 -5.463 -2.374
H 4.725 -3.727 -2.011
H 4.010 -5.143 -2.775
H 4.204 -5.112 -1.028
F 0.540 -1.451 0.087
```

Summary:
Total charge: +3
Relative energy (zero: lowest compared OMol25 entry of this formula, charge and spin): 34.8 kJ/mol
Maximum force: 0.314 eV/A

=====

2.
Formula: C28H62InN4O4
Source: the OMol25 dataset
Level of theory: ωB97M-V/def2-TZVPD

Structure (XYZ):
```
99
Properties=species:S:1:pos:R:3
C 4.553 -4.332 5.658
C 4.735 -4.040 4.163
N 3.587 -4.299 3.315
In 1.680 -3.507 3.924
C 0.335 -3.625 2.166
C -1.002 -4.255 2.485
O -1.637 -3.544 3.551
C -2.698 -4.250 4.140
C -3.148 -3.498 5.391
C 2.112 -1.456 4.666
N 1.357 -0.372 4.007
C -0.070 -0.472 4.252
C 0.913 -4.862 5.563
O 1.469 -6.199 5.585
C 1.114 -6.910 4.442
H 3.716 -3.754 6.061
H 4.322 -5.388 5.819
H 5.453 -4.073 6.230
H 5.012 -2.982 4.057
H 5.613 -4.608 3.815
H 3.499 -5.306 3.206
H 0.195 -2.651 1.691
H 0.846 -4.255 1.428
H -0.870 -5.303 2.796
H -1.700 -4.260 1.628
H -2.363 -5.266 4.388
H -3.528 -4.358 3.423
H -2.634 -2.537 5.418
H -2.890 -4.039 6.301
H -4.223 -3.311 5.395
H 3.176 -1.284 4.465
H 1.993 -1.410 5.765
H 1.671 0.517 4.385
H -0.610 0.300 3.694
H -0.433 -1.443 3.915
H -0.339 -0.377 5.320
H -0.187 -4.952 5.550
H 1.178 -4.438 6.537
H 0.029 -7.107 4.407
H 1.643 -7.866 4.452
H 1.376 -6.363 3.524
C 1.518 0.070 -3.612
C 0.691 -0.231 -2.359
C -0.289 0.908 -2.044
C 0.395 2.163 -1.509
C 1.268 1.849 -0.298
C 2.301 0.746 -0.570
N 1.550 -0.427 -1.141
O 1.014 -1.171 -0.249
C 3.406 1.234 -1.509
C 2.958 0.295 0.730
C -0.070 -1.533 -2.597
H 1.808 1.114 -3.698
H 2.418 -0.545 -3.639
H 0.915 -0.173 -4.488
H -1.001 0.541 -1.298
H -0.858 1.137 -2.952
H 0.983 2.644 -2.297
H -0.368 2.893 -1.232
H 1.800 2.746 0.034
H 0.640 1.519 0.534
H 4.016 0.395 -1.848
H 4.048 1.912 -0.946
H 3.044 1.776 -2.378
H 2.244 -0.026 1.486
H 3.523 1.142 1.128
H 3.652 -0.528 0.549
H 0.625 -2.360 -2.749
H -0.681 -1.417 -3.495
H -0.707 -1.781 -1.754
C -2.216 6.097 -6.197
C -1.501 5.071 -5.314
C -1.761 3.634 -5.789
C -3.182 3.153 -5.511
C -3.537 3.304 -4.035
C -3.338 4.732 -3.506
N -1.943 5.155 -3.878
O -1.052 4.798 -3.038
C -4.395 5.691 -4.053
C -3.436 4.745 -1.984
C -0.006 5.374 -5.355
H -3.202 5.777 -6.523
H -2.312 7.054 -5.683
H -1.616 6.255 -7.094
H -1.053 2.976 -5.275
H -1.536 3.579 -6.858
H -3.900 3.691 -6.136
H -3.264 2.102 -5.793
H -4.575 3.011 -3.855
H -2.906 2.634 -3.443
H -4.131 6.724 -3.826
H -5.342 5.468 -3.560
H -4.558 5.602 -5.122
H -2.751 4.033 -1.532
H -4.458 4.485 -1.701
H -3.207 5.736 -1.591
H 0.196 6.367 -4.951
H 0.323 5.344 -6.395
H 0.563 4.651 -4.779
```

Summary:
E: -49361.1067 eV
Total charge: -1
<S²>: 2.0083
2S+1: 3
Maximum force: 0.335 eV/A